Density functional theory data (ωB97M-V with the def2-TZVPD basis set) for an isolated molecule of C4H8N2O2 at a distorted geometry.

Each line ends with the Löwdin charge.
Atoms and positions in Å:
C  -1.1847  -0.2950  0.9814  0.049
N  -1.4345  -0.5817  -0.7597  -0.063
C  1.5301  0.8948  0.1967  -0.572
N  -1.3197  0.4975  -1.6515  0.025
C  1.2036  -0.5085  0.3013  -0.077
C  -0.1022  -1.0327  0.3295  -0.229
O  2.8227  1.2285  0.4729  0.077
O  0.7766  1.7839  -0.1756  0.011
H  3.3255  0.4582  0.7653  0.097
H  -2.2164  -1.1799  -0.9994  0.121
H  -1.9725  1.2407  -1.3978  0.091
H  -0.3819  0.8947  -1.5689  0.063
H  -1.8561  -0.8608  1.6207  0.097
H  -1.0651  0.7797  1.0994  0.103
H  2.0289  -1.2099  0.3326  0.082
H  -0.1541  -2.1096  0.4531  0.125

Forces on the atoms, in the same order (eV/Å):
-0.882 -0.547 -3.480
0.047 0.859 1.929
-0.147 -0.766 -0.114
-0.200 0.005 0.113
0.110 -0.050 -0.548
1.424 0.570 2.153
0.078 0.226 0.006
0.112 0.135 0.349
-0.222 0.015 -0.025
0.084 -0.083 0.267
0.187 -0.194 0.008
-0.164 -0.184 0.141
-0.152 0.285 -0.197
-0.040 -0.268 0.094
-0.097 -0.065 -0.363
-0.137 0.061 -0.333

The energy is -11349.294 eV. The HOMO energy comes out at -7.8 eV. For the frontier orbital gap, the calculation gives 8.45 eV. As for the structure (SMILES): N[N@@H+]1C[C@@H]1/C=C(\[O-])O. As for the energy relative to the best compared isomer or geometry (same formula, charge and spin): 111.12 kcal/mol. As for the lowest unoccupied orbital energy: 0.68 eV.